No. 1
The following is a DFT calculation (ωB97M-V with the def2-TZVPD basis set) of a 15-piece molecular cluster, C39H116N22O15 overall at a distorted geometry.

```
! RIJCOSX wB97M-V def2-TZVPD def2/J DEFGRID3
* xyz 0 1
C -2.410 5.674 5.797
C -3.324 4.481 5.548
C -2.647 3.195 5.094
O -3.600 2.452 4.282
C -3.217 1.121 4.122
N -4.245 4.293 6.655
H -1.727 5.517 6.632
H -2.978 6.579 6.013
H -1.859 5.887 4.880
H -3.874 4.946 4.731
H -2.376 2.541 5.922
H -1.696 3.283 4.568
H -4.031 0.509 3.734
H -2.969 0.629 5.063
H -2.358 0.948 3.474
H -4.804 3.510 6.348
H -3.552 3.839 7.232
C -0.327 -4.586 1.779
C -0.873 -5.601 0.694
C -1.041 -5.036 -0.744
O 0.203 -4.551 -1.221
C 0.025 -3.301 -1.769
N -0.038 -6.798 0.579
H 0.323 -3.877 1.266
H -0.026 -5.014 2.735
H -1.147 -3.975 2.158
H -1.839 -5.915 1.087
H -1.876 -4.355 -0.904
H -1.297 -5.911 -1.342
H 1.056 -3.052 -2.019
H -0.442 -2.594 -1.083
H -0.512 -3.345 -2.716
H 0.083 -7.018 1.557
H 0.945 -6.617 0.439
C 2.670 4.178 3.575
C 2.336 3.891 5.013
C 1.235 4.833 5.663
O 1.902 6.105 5.907
C 1.213 7.208 6.448
N 1.942 2.534 5.209
H 3.345 3.380 3.264
H 2.999 5.212 3.472
H 1.750 4.007 3.017
H 3.235 3.978 5.623
H 0.810 4.422 6.579
H 0.437 5.091 4.966
H 0.734 6.855 7.361
H 0.551 7.545 5.650
H 1.905 8.043 6.552
H 2.302 2.159 6.075
H 2.419 2.036 4.471
C 0.373 -0.739 1.211
C 1.443 0.207 0.655
C 1.091 0.873 -0.665
O 0.885 -0.112 -1.634
C 0.361 0.411 -2.855
N 1.832 1.241 1.610
H 0.678 -1.731 1.544
H -0.255 -1.071 0.385
H -0.337 -0.183 1.824
H 2.407 -0.298 0.585
H 1.790 1.679 -0.888
H 0.151 1.399 -0.493
H 0.965 1.238 -3.228
H -0.681 0.659 -2.653
H 0.369 -0.368 -3.617
H 2.340 0.585 2.186
H 0.947 1.507 2.016
C 1.434 -3.101 -4.845
C 2.910 -3.374 -4.580
C 3.460 -4.585 -5.141
O 4.851 -4.762 -4.797
C 5.150 -5.371 -3.568
N 3.768 -2.245 -4.870
H 0.781 -3.964 -4.714
H 1.402 -3.053 -5.933
H 1.099 -2.224 -4.291
H 2.968 -3.591 -3.514
H 3.514 -4.549 -6.229
H 2.876 -5.478 -4.920
H 4.548 -4.954 -2.761
H 6.200 -5.127 -3.403
H 5.053 -6.443 -3.739
H 4.506 -2.688 -5.399
H 3.338 -1.625 -5.542
C -3.871 -0.202 0.345
C -4.742 0.874 -0.132
C -6.232 0.611 -0.055
O -6.825 1.797 -0.659
C -8.233 1.905 -0.364
N -4.284 2.147 0.345
H -4.140 -0.607 1.320
H -2.835 0.082 0.535
H -3.898 -1.078 -0.303
H -4.649 1.055 -1.203
H -6.484 0.420 0.988
H -6.460 -0.192 -0.756
H -8.591 2.818 -0.840
H -8.368 1.981 0.715
H -8.761 1.010 -0.694
H -5.083 2.743 0.184
H -4.151 2.271 1.338
C -3.388 -1.090 -5.466
C -3.569 -1.740 -4.101
C -3.287 -3.256 -4.067
O -4.023 -4.014 -5.013
C -3.990 -5.431 -4.715
N -2.843 -0.963 -3.081
H -3.983 -0.202 -5.680
H -3.568 -1.739 -6.324
H -2.320 -1.000 -5.665
H -4.646 -1.738 -3.936
H -3.605 -3.527 -3.060
H -2.217 -3.407 -4.208
H -4.712 -6.053 -5.244
H -4.415 -5.440 -3.711
H -2.969 -5.805 -4.639
H -3.247 -0.047 -3.218
H -1.982 -0.859 -3.598
C -2.744 -2.945 7.834
C -2.171 -3.295 6.498
C -0.946 -2.559 6.032
O -1.353 -1.299 5.448
C -0.199 -0.556 4.913
N -1.828 -4.716 6.536
H -3.201 -1.955 7.841
H -2.008 -2.789 8.624
H -3.586 -3.581 8.108
H -2.978 -3.269 5.766
H -0.362 -3.161 5.337
H -0.357 -2.289 6.909
H -0.484 0.402 4.479
H 0.149 -1.223 4.124
H 0.540 -0.371 5.692
H -2.684 -5.251 6.510
H -1.108 -5.030 5.901
C -0.106 0.647 -6.602
O -0.666 0.023 -7.566
N 1.188 0.416 -6.421
N -0.630 1.640 -5.901
H 1.665 1.038 -5.784
H 1.668 -0.335 -6.897
H -0.079 2.242 -5.306
H -1.485 2.066 -6.228
C 4.143 1.557 -5.228
O 3.072 1.979 -4.897
N 4.526 1.395 -6.538
N 5.153 1.337 -4.404
H 3.883 1.650 -7.274
H 5.331 0.856 -6.824
H 5.885 0.747 -4.774
H 4.765 1.410 -3.475
C 3.605 -0.923 4.169
O 3.195 -0.174 3.324
N 4.780 -0.866 4.649
N 2.932 -1.821 4.745
H 5.476 -0.226 4.293
H 5.029 -1.505 5.391
H 2.005 -2.065 4.426
H 3.313 -2.252 5.575
C 5.618 2.847 -0.502
O 6.101 3.968 -0.321
N 6.322 1.767 -0.292
N 4.378 2.616 -0.594
H 7.268 1.709 0.055
H 5.856 0.891 -0.479
H 4.015 1.674 -0.557
H 3.711 3.348 -0.396
C 4.750 -1.326 -1.608
O 4.972 -0.638 -0.602
N 5.626 -1.970 -2.321
N 3.594 -1.518 -2.101
H 5.278 -2.765 -2.838
H 6.590 -1.839 -2.050
H 3.654 -1.929 -3.022
H 2.758 -1.015 -1.841
C -3.107 2.773 -3.684
O -3.555 1.741 -3.930
N -3.433 3.930 -4.228
N -2.176 2.836 -2.770
H -3.926 3.874 -5.108
H -2.818 4.683 -3.955
H -1.903 1.946 -2.378
H -1.695 3.720 -2.685
C 0.901 4.150 -3.261
O 0.306 3.979 -4.273
N 0.457 4.969 -2.331
N 2.085 3.706 -3.010
H 0.993 5.156 -1.496
H -0.272 5.609 -2.612
H 2.629 4.303 -2.403
H 2.521 3.031 -3.622
*
```

Output
Molecular weight (g/mol): 1133.50
Total energy (a.u.): -3888.63963
Gap between HOMO and LUMO (eV): 8.703
Energy above the lowest of the compared OMol25 structures with the same formula, charge and spin (kcal/mol): 154.9



No. 2
The following is a DFT calculation (ωB97M-V with the def2-TZVPD basis set) of C39H15AsCl5F4N4ORuS4 as an isolated structure at a distorted geometry.

```
! RIJCOSX wB97M-V def2-TZVPD def2/J DEFGRID3
* xyz 0 2
Ru 1.425 0.016 0.323
O 4.635 -3.843 -4.349
C 4.091 -3.188 -3.515
S 4.651 -1.570 -3.014
C 3.377 -1.271 -1.871
C 2.438 -2.279 -1.689
S 1.164 -2.148 -0.587
S 2.650 -3.731 -2.617
S 3.322 0.198 -1.035
Cl 3.229 -1.039 2.086
C 3.258 0.695 2.354
C 2.343 1.399 1.592
C 2.187 2.739 1.924
Cl 0.887 3.651 1.238
C 3.008 3.358 2.872
Cl 2.823 5.030 3.226
C 3.980 2.618 3.547
Cl 5.010 3.372 4.696
C 4.090 1.250 3.310
Cl 5.207 0.277 4.175
F -0.660 -3.105 2.089
C -1.659 -3.301 2.952
C -1.938 -4.580 3.319
F -1.195 -5.550 2.801
C -2.984 -4.904 4.228
C -3.707 -3.778 4.714
C -3.422 -2.501 4.339
F -4.162 -1.521 4.852
C -2.380 -2.182 3.435
C -2.086 -0.855 3.040
C -1.028 -0.538 2.199
N -0.147 -0.228 1.513
C -2.809 0.286 3.501
N -3.332 1.254 3.836
F -4.707 -3.965 5.566
C -3.278 -6.218 4.610
C -2.579 -7.352 4.107
N -2.070 -8.306 3.713
C -4.306 -6.551 5.537
N -5.103 -6.884 6.298
C 1.876 5.515 -2.776
C 2.773 4.604 -2.236
C 2.334 3.354 -1.826
C 0.995 3.008 -1.965
C 0.096 3.921 -2.504
C 0.539 5.174 -2.907
As 0.338 1.264 -1.439
C 0.470 0.270 -3.096
C -0.271 -0.896 -3.275
C -0.115 -1.649 -4.428
C 0.788 -1.247 -5.404
C 1.525 -0.086 -5.230
C 1.364 0.676 -4.080
C -1.559 1.563 -1.242
C -2.031 2.191 -0.092
C -3.374 2.526 0.012
C -4.248 2.225 -1.024
C -3.778 1.607 -2.173
C -2.433 1.287 -2.290
H 2.219 6.493 -3.087
H 3.816 4.869 -2.120
H 3.040 2.665 -1.384
H -0.952 3.670 -2.602
H -0.166 5.883 -3.320
H -0.965 -1.224 -2.510
H -0.692 -2.555 -4.561
H 0.917 -1.842 -6.300
H 2.229 0.231 -5.989
H 1.941 1.584 -3.954
H -1.353 2.449 0.709
H -3.731 3.020 0.904
H -5.295 2.484 -0.938
H -4.455 1.382 -2.988
H -2.071 0.829 -3.201
*
```

Output
Molecular weight (g/mol): 1113.09
Total energy (a.u.): -8413.21511
Gap between HOMO and LUMO (spin up / spin down) (eV): 3.549 / 4.040



Look up the total energy of the second one.
-8413.21511 a.u.



The lowest total energy belongs to which entry?
C39H15AsCl5F4N4ORuS4